Entry from the OMol25 dataset: a structure of composition C22H30N8O2W at a distorted geometry (ωB97M-V/def2-TZVPD).

Output
Frontier orbital gap (alpha / beta) = 6.02 / 6.08 eV
HOMO energy (alpha / beta) = -19.53 / -19.56 eV
<S²> = 2.01
Largest force on an atom = 0.02459 hartree/bohr
LUMO level (alpha / beta) = -13.52 / -13.48 eV
E_tot = -1510.53358 hartree
Energy above the lowest of the compared OMol25 structures with the same formula, charge and spin = 11.3 kcal per mole

```
! wB97M-V def2-TZVPD RIJCOSX def2/J DEFGRID3
* xyz 4 3
W -0.419 0.319 0.278
N 3.994 0.209 0.335
C 2.745 -0.096 0.539
N 1.724 0.627 0.058
C 2.003 1.733 -0.758
N 1.039 2.377 -1.368
N -0.195 1.887 -1.003
C -1.144 1.783 -1.901
C -2.469 1.390 -1.414
C -3.607 1.765 -2.091
C -4.849 1.426 -1.536
C -4.880 0.703 -0.357
C -3.684 0.332 0.252
N -2.501 0.674 -0.258
C 3.377 2.122 -0.969
C 3.731 3.251 -1.723
C 5.062 3.563 -1.891
C 6.060 2.761 -1.319
C 5.733 1.642 -0.574
C 4.393 1.342 -0.411
H 4.712 -0.392 0.729
H 2.535 -0.979 1.128
H -0.979 2.016 -2.949
H -3.541 2.319 -3.019
H -5.765 1.722 -2.031
H -5.814 0.407 0.101
H -3.680 -0.257 1.160
H 2.959 3.867 -2.163
H 5.340 4.434 -2.469
H 7.103 3.016 -1.460
H 6.505 1.022 -0.134
C -2.298 2.540 3.732
N -1.068 1.813 4.126
C -0.526 2.025 5.503
C -0.437 1.058 3.313
O -0.880 0.870 2.078
H -2.733 2.965 4.630
H -2.997 1.845 3.275
H -2.040 3.338 3.039
H -1.366 2.190 6.170
H 0.118 2.902 5.495
H 0.025 1.144 5.819
H 0.464 0.551 3.644
C 0.115 -3.985 -2.868
N -0.426 -2.820 -2.129
C -0.680 -1.636 -2.949
C -0.520 -2.788 -0.815
O -0.389 -1.596 -0.195
N -0.729 -3.832 -0.049
C -1.372 -5.070 -0.554
C -0.459 -3.866 1.394
H 0.830 -3.598 -3.592
H -0.671 -4.521 -3.397
H 0.636 -4.657 -2.194
H -1.086 -1.964 -3.905
H 0.243 -1.088 -3.151
H -1.431 -1.003 -2.483
H -1.894 -4.879 -1.486
H -2.097 -5.380 0.195
H -0.639 -5.863 -0.686
H 0.169 -3.036 1.697
H 0.054 -4.798 1.621
H -1.402 -3.846 1.940
*
```